(1)
{"formula": "C32H47N3O4S", "method": "ωB97M-V/def2-TZVPD", "gap_ev": [8.51, 8.07], "spin_multiplicity": 3, "s2": 2.01, "energy_ev": -57437.4157, "e_lumo_ev": [0.642, 0.198], "symbols": ["O", "C", "C", "C", "C", "C", "C", "C", "C", "N", "O", "C", "C", "C", "C", "C", "C", "S", "H", "H", "H", "H", "H", "H", "H", "H", "H", "H", "H", "C", "C", "C", "C", "C", "C", "N", "O", "C", "C", "C", "H", "H", "H", "H", "H", "H", "H", "H", "H", "H", "H", "H", "H", "H", "H", "H", "H", "H", "C", "C", "C", "C", "C", "C", "N", "O", "C", "C", "C", "H", "H", "H", "H", "H", "H", "H", "H", "H", "H", "H", "H", "H", "H", "H", "H", "H", "H"], "positions_angstrom": [[-1.30, -6.77, 5.28], [-1.43, -6.26, 4.20], [-1.54, -4.78, 4.01], [-2.84, -4.46, 3.34], [-2.89, -3.87, 2.08], [-4.12, -3.59, 1.48], [-5.29, -3.89, 2.14], [-5.26, -4.48, 3.41], [-4.03, -4.76, 4.00], [-6.49, -4.77, 4.06], [-6.32, -5.32, 5.32], [-7.44, -5.47, 3.27], [-8.12, -6.59, 3.73], [-9.04, -7.22, 2.91], [-9.32, -6.74, 1.64], [-8.64, -5.62, 1.17], [-7.72, -4.99, 1.99], [-6.88, -3.53, 1.45], [-1.50, -6.92, 3.32], [-0.70, -4.43, 3.41], [-1.50, -4.33, 4.99], [-2.00, -3.59, 1.55], [-4.16, -3.13, 0.50], [-3.96, -5.19, 4.98], [-5.91, -6.20, 5.22], [-7.94, -6.95, 4.73], [-9.55, -8.09, 3.30], [-10.04, -7.25, 1.02], [-8.81, -5.22, 0.18], [2.22, 1.31, 0.34], [1.77, -0.17, 0.36], [2.12, -0.86, -0.97], [1.19, -0.53, -2.13], [-0.27, -0.70, -1.73], [-0.63, 0.10, -0.48], [0.31, -0.26, 0.63], [-0.02, -1.40, 1.16], [-0.58, 1.61, -0.79], [-2.06, -0.20, -0.04], [2.55, -0.86, 1.47], [1.47, 1.97, 0.78], [3.13, 1.46, 0.91], [2.42, 1.68, -0.67], [2.10, -1.95, -0.81], [3.15, -0.61, -1.23], [1.38, 0.49, -2.49], [1.42, -1.19, -2.97], [-0.93, -0.39, -2.55], [-0.47, -1.76, -1.55], [-0.79, 2.20, 0.10], [-1.35, 1.84, -1.53], [0.37, 1.94, -1.21], [-2.21, -1.26, 0.13], [-2.75, 0.11, -0.82], [-2.31, 0.34, 0.87], [2.29, -0.45, 2.45], [3.61, -0.71, 1.31], [2.37, -1.94, 1.50], [6.15, 6.69, -1.96], [5.76, 5.19, -2.01], [6.15, 4.57, -3.36], [5.22, 4.91, -4.52], [3.76, 4.66, -4.14], [3.36, 5.39, -2.86], [4.30, 5.02, -1.75], [4.03, 3.85, -1.29], [3.34, 6.91, -3.10], [1.94, 5.00, -2.46], [6.55, 4.48, -0.92], [5.37, 7.29, -1.49], [7.05, 6.84, -1.36], [6.35, 7.11, -2.94], [6.18, 3.48, -3.25], [7.17, 4.88, -3.60], [5.36, 5.95, -4.83], [5.48, 4.30, -5.38], [3.10, 4.97, -4.95], [3.61, 3.58, -4.01], [3.09, 7.45, -2.19], [2.57, 7.14, -3.84], [4.27, 7.30, -3.49], [1.83, 3.92, -2.33], [1.25, 5.32, -3.23], [1.65, 5.49, -1.52], [6.27, 4.83, 0.08], [7.61, 4.68, -1.06], [6.43, 3.40, -0.94]]}



(2)
{"formula": "C35H38NO5PtTe", "method": "ωB97M-V/def2-TZVPD", "gap_ev": 7.45, "charge": 1, "energy_ev": -59172.6105, "e_lumo_ev": -2.838, "symbols": ["Pt", "C", "O", "C", "C", "O", "C", "C", "O", "C", "H", "H", "H", "H", "H", "H", "H", "H", "H", "H", "H", "H", "H", "H", "C", "C", "C", "C", "C", "O", "C", "C", "C", "C", "C", "C", "C", "O", "C", "C", "C", "N", "C", "C", "Te", "C", "C", "C", "C", "C", "C", "C", "C", "C", "C", "C", "C", "H", "H", "H", "H", "H", "H", "H", "H", "H", "H", "H", "H", "H", "H", "H", "H", "H", "H", "H", "H", "H", "H", "H", "H"], "positions_angstrom": [[-0.10, -0.72, 1.34], [0.41, -3.43, 0.00], [0.19, -2.85, 1.30], [0.89, -3.61, 2.31], [0.65, -3.07, 3.71], [0.89, -1.69, 3.89], [2.22, -1.27, 4.18], [3.25, -1.63, 3.12], [2.70, -1.42, 1.84], [3.64, -1.73, 0.82], [0.02, -4.45, 0.02], [1.48, -3.43, -0.23], [-0.12, -2.84, -0.73], [1.94, -3.65, 2.05], [0.48, -4.62, 2.27], [1.26, -3.68, 4.39], [-0.39, -3.23, 3.99], [2.54, -1.67, 5.15], [2.14, -0.19, 4.26], [3.55, -2.69, 3.22], [4.14, -1.03, 3.27], [4.53, -1.10, 0.91], [3.16, -1.55, -0.13], [3.96, -2.78, 0.90], [-1.34, 2.60, -4.58], [-0.77, 1.77, -3.46], [-0.14, 0.55, -3.70], [0.44, -0.18, -2.69], [1.11, -1.48, -3.02], [0.46, -2.39, -3.50], [2.57, -1.61, -2.81], [3.15, -2.88, -2.79], [4.51, -3.02, -2.64], [5.32, -1.89, -2.53], [4.76, -0.62, -2.57], [3.38, -0.48, -2.70], [0.34, 0.22, -1.33], [0.92, -0.55, -0.44], [-0.40, 1.42, -1.06], [-0.88, 2.18, -2.15], [-0.68, 1.90, 0.28], [-0.41, 1.23, 1.37], [-0.76, 1.72, 2.71], [-2.15, 1.26, 3.12], [-2.33, -0.81, 2.62], [-3.48, -0.47, 0.89], [-4.75, 0.09, 1.03], [-5.51, 0.35, -0.10], [-5.01, 0.05, -1.36], [-3.76, -0.52, -1.49], [-2.99, -0.79, -0.37], [-1.33, 3.24, 0.41], [-2.70, 3.33, 0.19], [-3.34, 4.56, 0.33], [-2.61, 5.69, 0.67], [-1.24, 5.59, 0.88], [-0.60, 4.37, 0.75], [-1.03, 2.21, -5.55], [-1.01, 3.63, -4.52], [-2.43, 2.60, -4.56], [-0.08, 0.17, -4.71], [2.50, -3.74, -2.91], [4.96, -4.01, -2.62], [6.39, -2.00, -2.43], [5.39, 0.25, -2.50], [2.94, 0.50, -2.73], [-1.37, 3.12, -1.94], [-0.67, 2.80, 2.76], [-0.02, 1.30, 3.39], [-2.93, 1.79, 2.57], [-2.32, 1.38, 4.19], [-5.15, 0.33, 2.01], [-6.49, 0.79, 0.00], [-5.61, 0.25, -2.24], [-3.36, -0.76, -2.48], [-1.99, -1.20, -0.48], [-3.26, 2.45, -0.10], [-4.40, 4.63, 0.15], [-3.11, 6.64, 0.78], [-0.67, 6.48, 1.13], [0.47, 4.30, 0.89]]}